No. 1
Density functional theory data (ωB97M-V with the def2-TZVPD basis set) for a cluster of 6 separate species, C41H66ClIN3O21PS2 in total at a distorted geometry.

The geometry in XYZ format:
```
136
Properties=species:S:1:pos:R:3:lowdin_charge:R:1
C 5.94788 -2.38527 0.45939 -0.064
C 4.80323 -2.04843 -0.52493 -0.254
N 4.84788 -0.65348 -1.05022 -0.172
C 3.85943 0.19742 -0.35945 -0.276
C 4.10381 0.27907 1.17675 -0.068
C 4.66812 -0.63375 -2.44319 -1.024
S 5.76817 -1.34147 -3.43588 0.706
S 3.26403 0.19924 -3.22208 0.867
C 2.49637 -0.99990 -4.35911 -0.448
C 1.71008 -2.19070 -3.70449 -0.210
C 1.52455 -2.09767 -2.17595 -0.158
C 0.47766 -3.08547 -1.65859 -0.174
N 0.93096 -4.15732 -1.05755 0.201
C -0.03702 -4.99509 -0.57557 -0.127
C 0.38281 -6.17335 0.12652 -0.106
C 1.88363 -6.43095 0.29313 -0.121
C 2.36541 -7.79859 -0.26468 -0.155
C 3.30550 -7.67290 -1.47422 -0.165
O 4.37207 -6.76712 -1.10120 -0.047
C 4.84053 -6.14282 -2.25669 -0.490
C 4.01505 -5.00787 -2.87449 0.005
O 5.89677 -6.49779 -2.71048 0.131
C -0.54879 -7.03413 0.66702 -0.164
P -0.16874 -8.52339 1.62776 0.487
O 1.08546 -8.42272 2.38478 -0.266
O -1.36261 -8.71858 2.73162 -0.138
O -0.20594 -9.80292 0.65422 -0.108
C -1.95265 -6.73575 0.49097 -0.011
C -2.33852 -5.62230 -0.17712 -0.163
C -3.83433 -5.34608 -0.29202 -0.157
C -4.45378 -5.91991 -1.58099 -0.789
O -4.24107 -7.01170 -1.99675 0.033
I -5.83713 -4.58538 -2.63025 0.731
C -1.39830 -4.70512 -0.73923 -0.136
N -1.90311 -3.61556 -1.39641 0.218
C -0.93818 -2.84376 -1.82776 -0.183
C -1.36541 -1.55529 -2.53868 -0.137
C -1.77405 -0.45256 -1.53112 -0.237
C -1.92345 0.86767 -2.31810 -0.537
Cl -1.72369 2.27292 -1.19325 0.635
H 5.77253 -2.01033 1.47332 0.060
H 5.97007 -3.48742 0.53236 0.077
H 6.92443 -2.08021 0.06349 0.084
H 4.83629 -2.80560 -1.31540 0.065
H 3.82383 -2.16437 -0.02151 0.114
H 2.84476 -0.21945 -0.49509 0.084
H 3.86534 1.23361 -0.72479 0.106
H 5.15522 0.07203 1.41657 0.069
H 3.47735 -0.46916 1.68776 0.075
H 3.81640 1.25399 1.59249 0.070
H 1.83972 -0.43622 -5.03674 0.076
H 3.30191 -1.42580 -4.97642 0.050
H 2.25330 -3.11730 -3.95106 0.097
H 0.75399 -2.27423 -4.24696 0.104
H 1.17885 -1.10472 -1.85009 0.096
H 2.47833 -2.37537 -1.71329 0.081
H 2.47643 -5.59968 -0.10514 0.091
H 2.08737 -6.44084 1.37618 0.119
H 1.48348 -8.40056 -0.53745 0.097
H 2.86766 -8.37446 0.52515 0.116
H 2.71033 -7.26711 -2.31111 0.122
H 3.73245 -8.65079 -1.74548 0.135
H 4.64452 -4.42559 -3.55634 0.078
H 3.54757 -4.38071 -2.10386 0.054
H 3.22623 -5.47308 -3.48725 0.089
H -1.38219 -7.87849 3.21578 0.085
H -0.11692 -10.58947 1.21681 0.098
H -2.67822 -7.42218 0.92839 0.122
H -4.00209 -4.26086 -0.29387 0.077
H -4.35621 -5.73410 0.59532 0.132
H -0.61675 -1.18822 -3.24655 0.088
H -2.24121 -1.84569 -3.14738 0.131
H -2.70942 -0.66029 -1.00106 0.120
H -0.93491 -0.31294 -0.83233 0.101
H -2.89353 0.97719 -2.81514 0.081
H -1.14557 0.97907 -3.08410 0.070
C -7.19141 4.31630 2.12050 -0.031
O -6.32621 5.21564 1.42308 0.003
C -5.15676 4.68622 1.06607 -0.627
O -4.79635 3.55740 1.28020 0.117
O -4.45372 5.62470 0.43059 0.008
C -3.16673 5.18903 -0.00842 -0.060
H -8.10369 4.85985 2.35461 0.092
H -7.44463 3.46258 1.49330 0.099
H -6.73280 3.98438 3.05142 0.090
H -3.25787 4.36920 -0.71946 0.038
H -2.55077 4.89323 0.84124 0.087
H -2.68896 6.02964 -0.50635 0.099
C 8.87196 -1.30029 -5.23852 -0.060
O 9.79801 -0.58225 -6.05690 0.006
C 10.34114 0.48120 -5.46461 -0.622
O 10.11744 0.85905 -4.34551 0.127
O 11.17882 1.05500 -6.33211 0.002
C 11.83712 2.21614 -5.82718 -0.045
H 8.49951 -2.13681 -5.82488 0.096
H 9.36641 -1.68950 -4.34954 0.101
H 8.03140 -0.66647 -4.96216 0.042
H 12.44813 1.96610 -4.96083 0.097
H 11.11305 2.98922 -5.57319 0.097
H 12.48460 2.58815 -6.61733 0.092
C -12.48461 8.15934 2.87046 -0.043
O -11.60953 9.04686 2.17469 0.005
C -10.44377 8.50167 1.82299 -0.623
O -10.09818 7.37048 2.04144 0.118
O -9.72733 9.42758 1.18734 0.006
C -8.44279 8.97565 0.75101 -0.036
H -13.39042 8.71483 3.09987 0.093
H -12.74469 7.30640 2.24492 0.097
H -12.03193 7.82510 3.80306 0.097
H -8.54386 8.15472 0.04259 0.098
H -7.83189 8.67339 1.60034 0.099
H -7.96023 9.81208 0.25206 0.093
C 2.69515 5.73782 4.35259 -0.040
O 1.48534 5.33163 3.71114 0.004
C 1.66111 4.78450 2.50789 -0.622
O 2.71585 4.61758 1.95435 0.123
O 0.46260 4.45283 2.02488 0.004
C 0.49925 3.85158 0.72942 -0.062
H 2.42182 6.16366 5.31461 0.093
H 3.34788 4.88215 4.51992 0.098
H 3.20596 6.49857 3.76403 0.098
H 1.06663 2.92167 0.75145 0.094
H 0.92196 4.53903 -0.00277 0.106
H -0.52534 3.62555 0.44816 -0.003
C -5.52570 5.62369 8.86799 -0.044
O -4.97924 4.63205 7.99885 0.003
C -4.61654 5.09559 6.80053 -0.622
O -4.71502 6.23375 6.42535 0.126
O -4.12715 4.07663 6.09401 0.008
C -3.69548 4.42936 4.77831 -0.032
H -5.77977 5.12839 9.80180 0.092
H -4.79254 6.40295 9.07192 0.097
H -6.43077 6.05348 8.44076 0.097
H -2.88933 5.16067 4.82166 0.101
H -4.52962 4.81110 4.19042 0.086
H -3.31958 3.52812 4.30108 0.097
```

Gap between HOMO and LUMO: 0.2796 Eh
2S+1: 1
SMILES string: CCN(CC)C(=S)SCCCc1nc2c(CCCOC(C)=O)c(P(=O)(O)O)cc(CC(=O)I)c2nc1CCCCl.COC(=O)OC.COC(=O)OC.COC(=O)OC.COC(=O)OC.COC(=O)OC
Lowest unoccupied orbital energy: -1.0 eV

---

No. 2
Density functional theory data (ωB97M-V with the def2-TZVPD basis set) for a structure of composition C29H22NO8RhS3Se4.

The geometry in XYZ format:
```
68
Properties=species:S:1:pos:R:3:mulliken_spin:R:1
Rh 0.50710 0.71882 -0.34007 0.848
C 8.19989 -0.28544 1.00495 0.000
O 7.10079 0.03961 0.19161 0.000
C 5.85819 0.06507 0.78136 0.022
C 5.65735 -0.20638 2.14838 0.000
C 4.36723 -0.14071 2.61995 0.002
C 3.25066 0.17949 1.83252 -0.020
C 1.95979 0.30720 2.49776 0.004
C 1.81617 -0.10997 3.95521 0.007
O 0.94554 0.76406 1.97463 0.061
C 3.45689 0.42843 0.42377 0.005
O 2.56794 0.67735 -0.45153 0.060
C 4.80612 0.36852 -0.03754 -0.003
H 9.07589 -0.25717 0.35921 0.000
H 8.10582 -1.28760 1.43485 0.000
H 8.33283 0.43590 1.81767 0.000
H 6.46835 -0.45194 2.81631 0.000
H 4.21396 -0.33335 3.67335 0.000
H 2.23521 -1.09826 4.14327 0.002
H 0.75192 -0.11861 4.18072 -0.002
H 2.31843 0.60567 4.61014 0.000
H 4.97947 0.56065 -1.08789 -0.008
Se 2.15360 0.87356 -3.41129 1.074
Se 2.06660 1.08236 -5.56091 0.854
Se -0.15835 3.68095 -2.34615 0.530
Se 0.61651 3.11585 -0.30786 0.501
O -0.52442 -3.21678 -1.19070 0.004
C -0.26075 -2.09782 -1.63250 0.001
O 0.56222 -1.26561 -1.13840 0.006
C -0.98736 -1.66230 -2.90525 -0.048
C -1.12458 -0.32398 -3.25703 0.038
C -1.80983 0.04653 -4.40709 0.039
C -2.36835 -0.91510 -5.22847 0.004
C -2.22597 -2.24681 -4.86155 0.000
C -1.55546 -2.63668 -3.71473 0.008
N -2.81778 -3.27373 -5.72390 0.000
O -3.47015 -2.91069 -6.69350 0.000
O -2.64818 -4.44595 -5.43496 0.000
H -0.72971 0.44489 -2.60805 -0.018
H -1.90550 1.09628 -4.65243 0.006
H -2.90324 -0.65759 -6.13004 -0.002
H -1.47920 -3.67482 -3.42888 0.000
O -1.52996 0.56206 -0.40720 0.010
C -2.34930 0.72873 0.68461 -0.009
C -2.35129 2.16760 1.19176 0.035
C -1.57745 2.73378 2.16262 0.013
C -1.71957 4.14559 2.23476 -0.006
C -2.58639 4.62713 1.30266 -0.007
S -3.22769 3.37455 0.33497 -0.004
C -3.75892 0.34351 0.24145 0.006
C -4.96631 0.54586 0.84311 -0.001
C -6.04017 -0.04977 0.12837 0.000
C -5.61174 -0.69332 -0.99521 0.000
S -3.91718 -0.56898 -1.19830 0.000
C -1.98689 -0.24586 1.81657 -0.008
C -1.32245 -1.42262 1.65905 -0.006
C -1.23486 -2.17660 2.86188 0.000
C -1.85058 -1.56942 3.91239 0.001
S -2.52660 -0.06305 3.44569 0.000
H -0.88896 2.15554 2.76019 -0.003
H -1.17806 4.77395 2.92791 0.001
H -2.85811 5.65471 1.12469 0.000
H -5.07523 1.10102 1.76461 0.000
H -7.07718 0.00364 0.43149 0.000
H -6.21356 -1.21557 -1.72158 0.000
H -0.90310 -1.74116 0.71739 0.004
H -0.73164 -3.13085 2.92962 0.000
H -1.92245 -1.91438 4.93154 0.000
```

Gap between HOMO and LUMO (alpha / beta): 0.2143 / 0.1959 Eh
2S+1: 5
<S²>: 6.020
Energy above the lowest of the compared OMol25 structures with the same formula, charge and spin: 0.191 eV
Lowest unoccupied orbital energy (alpha / beta): 3.9 / 3.2 eV
Charge: -2

---

Number 1: molar mass 1194.44 Da. Number 2: molar mass 1027.44 Da.